Below is a cluster of 6 separate species, C18H42N6O6 in total, with properties calculated with ωB97M-V with the def2-TZVPD basis set.

Last column: Mulliken charge in e.
Atoms and positions in Å:
C1 -10.63087 -9.84234 8.34097  -0.93
N1 -10.04611 -10.88102 7.46438  0.14
C2 -9.05056 -10.44213 6.52083  -0.95
C3 -10.63100 -12.15079 7.46971  0.04
O1 -11.47635 -12.58158 8.21803  -0.57
H1 -10.82519 -8.92637 7.78299  0.36
H2 -10.00333 -9.55028 9.18298  0.41
H3 -11.50916 -10.24283 8.84726  0.16
H4 -9.54384 -10.03086 5.64014  0.28
H5 -8.48487 -9.62741 6.97289  0.35
H6 -8.34500 -11.25129 6.33233  0.39
H7 -10.29383 -12.77719 6.62938  0.35
C4 -14.32705 -9.53053 2.35541  -0.73
N2 -13.85688 -8.19206 2.60272  0.21
C5 -12.74349 -8.03502 3.57229  -0.79
C6 -14.30349 -7.14146 1.90864  0.16
O2 -13.71884 -6.05778 1.93507  -0.62
H8 -15.00947 -9.51009 1.50573  0.29
H9 -14.88039 -9.89757 3.21981  0.18
H10 -13.42991 -10.13018 2.20149  0.29
H11 -12.53219 -7.00958 3.87550  0.30
H12 -12.99378 -8.61928 4.45780  0.02
H13 -11.76043 -8.36640 3.23784  0.39
H14 -15.12665 -7.32341 1.20047  0.26
C7 -13.05100 -15.84634 6.28856  -0.95
N3 -13.96944 -14.73598 6.09252  0.24
C8 -14.84462 -14.17734 7.12819  -1.06
C9 -13.85357 -14.03768 4.90191  -0.04
O3 -14.30295 -12.89817 4.65376  -0.53
H15 -13.71515 -16.61603 6.68175  0.37
H16 -12.46527 -15.73049 7.20048  0.32
H17 -12.37697 -16.13532 5.48217  0.33
H18 -15.52968 -13.38518 6.82609  0.28
H19 -15.53326 -14.81710 7.68008  0.35
H20 -14.21212 -13.63238 7.82894  0.35
H21 -13.31043 -14.58272 4.11441  0.35
C10 -19.50642 -6.73564 4.33624  -0.86
N4 -20.25563 -7.24443 5.49845  0.15
C11 -19.59449 -7.46883 6.77790  -0.88
C12 -21.55629 -7.36289 5.39551  0.12
O4 -22.30208 -7.73519 6.30110  -0.60
H22 -20.22763 -6.32347 3.63051  0.40
H23 -18.93157 -7.55306 3.90095  0.21
H24 -18.94324 -5.82574 4.54367  0.31
H25 -20.13355 -8.20120 7.37884  0.43
H26 -18.71941 -8.11433 6.70280  0.11
H27 -19.50342 -6.64443 7.48513  0.32
H28 -22.04223 -7.22310 4.41750  0.31
C13 -14.15072 -10.39502 6.70219  -0.20
N5 -14.59861 -9.07744 6.33045  1.26
C14 -14.04281 -8.03411 7.26412  -0.29
C15 -15.70268 -8.97570 5.61385  -0.53
O5 -16.29901 -7.93270 5.46030  -0.73
H29 -13.06860 -10.41819 6.57350  0.10
H30 -14.62274 -11.26506 6.24578  0.18
H31 -14.27782 -10.58832 7.76735  -0.38
H32 -13.90365 -7.01983 6.89000  0.42
H33 -14.79402 -8.05164 8.05373  -0.38
H34 -13.12176 -8.37984 7.73343  -0.09
H35 -16.06571 -9.95444 5.26387  0.58
C16 -16.61975 -7.88328 9.87227  -0.74
N6 -16.23518 -9.29039 9.69485  0.18
C17 -14.87141 -9.58968 10.10750  -1.13
C18 -17.12859 -10.23391 9.34412  0.16
O6 -16.89089 -11.46219 9.40358  -0.64
H36 -16.54135 -7.48082 10.88220  0.32
H37 -17.65837 -7.62564 9.66494  0.25
H38 -15.96188 -7.27590 9.25064  0.23
H39 -14.51544 -10.60564 9.93660  0.27
H40 -14.11576 -8.95024 9.65121  0.35
H41 -14.75985 -9.39714 11.17455  0.46
H42 -18.09015 -9.80503 9.02214  0.31

Results
energy relative to the best compared isomer or geometry (same formula, charge and spin)	117.3	kcal/mol
gap between HOMO and LUMO	9.32	eV
SMILES	CN(C)C=O.CN(C)C=O.CN(C)C=O.CN(C)C=O.CN(C)C=O.CN(C)C=O
molecular weight	438.57	g/mol

***

Below is a cluster of 3 separate species, C18H43IN2O3PSSi in total, with properties calculated with ωB97M-V with the def2-TZVPD basis set.

Last column: Mulliken charge in e.
Atoms and positions in Å:
C1 5.64448 -1.08726 2.79413  -1.20
C2 4.32099 -0.59714 2.10000  -0.29
C3 3.58263 -1.84562 1.54384  -1.26
C4 2.56135 -1.50912 0.39400  0.07
N1 1.20237 -1.51867 1.00618  -0.02
C5 0.11512 -1.65394 0.03457  -0.64
P1 -0.51754 -0.11996 -0.91993  -0.02
O1 0.29717 -0.27140 -2.40793  -0.44
I1 0.33479 1.93451 0.10239  -0.03
N2 0.27457 -2.66072 -1.03866  0.16
C6 -0.80484 -3.25850 -1.46041  -0.05
S1 -2.20779 -2.68026 -0.50012  -0.09
C7 -1.06307 -2.26876 0.90953  0.19
Si1 -2.01693 -1.12390 2.12572  0.45
C8 -0.91471 -0.08302 3.25775  -1.02
C9 -3.34767 -0.05185 1.24665  -0.96
C10 -3.00424 -2.30077 3.28083  -1.22
H1 5.50737 -2.16305 3.00444  0.35
H2 6.51451 -1.01251 2.12989  0.29
H3 5.80533 -0.60843 3.76739  0.35
H4 4.51234 0.17244 1.34017  0.41
H5 3.72981 -0.12610 2.90423  0.22
H6 4.31754 -2.58534 1.18736  0.47
H7 3.03573 -2.31942 2.37384  0.32
H8 2.70678 -2.27807 -0.37422  0.08
H9 2.77674 -0.48800 0.03268  0.40
H10 1.10747 -0.59915 1.43020  0.00
H11 0.96092 0.42110 -2.48265  0.36
H12 1.11739 -2.92306 -1.54065  0.01
H13 -0.78972 -3.99014 -2.27000  0.45
H14 -0.61099 -3.13919 1.41427  0.59
H15 -0.27096 -0.75762 3.85488  0.35
H16 -1.49564 0.51569 3.97901  0.39
H17 -0.23859 0.62104 2.74807  0.22
H18 -3.19256 0.02802 0.15977  0.45
H19 -3.44664 0.93163 1.73227  0.15
H20 -4.32802 -0.54611 1.38004  0.39
H21 -2.97929 -3.33602 2.90336  0.33
H22 -4.04138 -1.96553 3.40309  0.36
H23 -2.48079 -2.30561 4.25330  0.33
C11 -4.00684 4.49072 0.15171  -1.06
C12 -4.98869 4.03288 1.21638  -0.31
O2 -4.62800 4.41863 2.52989  -0.41
C13 -4.52666 5.81392 2.76570  -0.31
C14 -5.81914 6.57219 2.52140  -1.02
H24 -3.00163 4.12912 0.38040  0.26
H25 -4.30380 4.10804 -0.82636  0.39
H26 -3.95694 5.57814 0.08242  0.32
H27 -5.02380 2.94187 1.22178  0.26
H28 -6.00304 4.37269 0.98435  0.34
H29 -3.70613 6.23951 2.17778  0.30
H30 -4.24346 5.92157 3.81345  0.32
H31 -6.12995 6.52277 1.47654  0.26
H32 -5.69497 7.62399 2.78115  0.39
H33 -6.62664 6.15552 3.12532  0.29
C15 2.92394 -3.46123 -3.92601  -1.15
C16 2.96676 -1.95843 -3.69719  0.19
O3 4.12805 -1.33856 -4.20235  -0.47
C17 4.34141 -1.45559 -5.60195  -0.31
C18 3.22998 -0.85383 -6.44351  -0.97
H34 3.80850 -3.93806 -3.50070  0.29
H35 2.03322 -3.89434 -3.45818  0.34
H36 2.89398 -3.71106 -4.98654  0.39
H37 2.96329 -1.76348 -2.62035  0.03
H38 2.07085 -1.47514 -4.10180  0.20
H39 4.51518 -2.50225 -5.87280  0.29
H40 5.27135 -0.92588 -5.80840  0.35
H41 2.28014 -1.37198 -6.29726  0.23
H42 3.48191 -0.91650 -7.50225  0.39
H43 3.07710 0.19458 -6.18190  0.27

Results
gap between HOMO and LUMO	6.90	eV
charge	+1
molecular weight	553.58	g/mol

***

Below is a cluster of 5 separate species, C18H44BF4N4O3 in total, with properties calculated with ωB97M-V with the def2-TZVPD basis set.

Last column: Mulliken charge in e.
Atoms and positions in Å:
C1 18.35251 5.60569 4.99386  -1.12
C2 18.55826 5.63506 6.48164  0.66
O1 19.23678 6.24655 7.21003  -0.34
N1 17.55925 4.55904 7.19416  -0.30
H1 16.71635 4.34367 6.63363  0.41
H2 18.15745 3.71324 7.16868  0.37
C3 17.09828 5.04326 8.62679  -0.77
H3 17.31488 5.64182 4.68654  0.37
H4 18.77000 4.65474 4.57358  0.36
H5 18.95648 6.42125 4.61845  0.33
H6 16.34800 4.30893 8.92754  0.36
H7 16.71116 6.05602 8.52574  0.33
H8 17.90091 4.98140 9.32172  0.33
C4 16.14412 12.25029 12.19813  -1.09
C5 14.72336 12.59448 11.83714  0.72
O2 13.80095 13.07656 12.38734  -0.40
N2 14.45459 12.25300 10.32460  0.00
H9 14.93649 11.40303 10.03293  0.43
H10 13.46677 11.90053 10.31856  0.07
C6 14.43520 13.22368 9.20059  -0.73
H11 16.77508 12.81046 11.43864  0.35
H12 16.44803 11.19564 12.17651  0.36
H13 16.26078 12.58247 13.19287  0.34
H14 15.24392 13.99003 9.29083  0.35
H15 13.46874 13.73451 9.31489  0.33
H16 14.56944 12.69257 8.25966  0.32
C7 8.45330 6.84398 10.74189  -1.19
C8 8.52016 8.30178 10.55359  0.69
O3 8.40226 9.12789 11.39170  -0.46
N3 8.79028 8.78237 9.12076  -0.02
H17 9.11890 9.74722 9.13072  0.26
H18 9.52387 8.24411 8.67703  0.41
C9 7.53118 8.73696 8.28115  -0.88
H19 7.36623 6.65811 10.71108  0.36
H20 8.61787 6.57735 11.76263  0.39
H21 8.98580 6.27948 10.02724  0.37
H22 7.05435 7.71729 8.27613  0.36
H23 7.78341 8.91072 7.24210  0.38
H24 6.85050 9.47206 8.65828  0.37
C10 10.51973 10.84848 15.62095  -1.46
C11 9.09451 11.18764 14.99114  0.07
C12 8.76327 12.60200 15.35414  -0.97
N4 7.49510 13.10744 14.81259  -0.02
C13 7.46964 12.85450 13.31940  -0.98
C14 8.55690 13.63399 12.56268  -0.50
C15 8.27729 15.12194 12.75559  -0.78
C16 8.27358 15.43984 14.23482  -0.78
C17 7.24576 14.57526 15.01175  -0.54
C18 6.33978 12.36305 15.36827  -0.91
H25 10.48957 10.84694 16.70860  0.42
H26 11.23888 11.64166 15.47562  0.37
H27 10.97391 9.92148 15.29522  0.37
H28 8.32413 10.48350 15.24157  0.34
H29 9.35189 11.05526 13.91609  0.05
H30 9.52167 13.20381 14.89889  0.41
H31 8.74650 12.64726 16.44092  0.46
H32 7.49434 11.80274 13.11515  0.72
H33 6.48271 13.20617 12.96187  0.49
H34 9.56798 13.31417 12.84746  0.27
H35 8.43373 13.33563 11.53820  0.39
H36 8.99332 15.69821 12.20418  0.42
H37 7.29089 15.36253 12.38409  0.32
H38 9.18178 15.21722 14.73169  0.40
H39 8.04200 16.46345 14.49421  0.45
H40 7.35190 14.81754 16.05008  0.37
H41 6.25225 14.66535 14.59845  0.44
H42 5.41138 12.92243 15.13769  0.39
H43 6.41101 12.25111 16.45183  0.34
H44 6.27013 11.40532 14.86075  0.44
B1 11.58775 10.27060 9.32931  0.52
F1 11.80995 10.72792 10.59738  -0.43
F2 10.42605 10.84081 8.76102  -0.44
F3 12.62885 10.55611 8.48233  -0.36
F4 11.46376 8.89956 9.28022  -0.37

Results
gap between HOMO and LUMO	11.61	eV
charge	+3
molecular weight	451.38	g/mol

***

Number 1: HOMO energy -9.0 eV, F_max 3.5 eV/Å, LUMO level 0.322 eV. Number 2: HOMO energy -11.4 eV, F_max 2.8 eV/Å, LUMO level -4.468 eV. Number 3: HOMO energy -17.9 eV, F_max 3.1 eV/Å, LUMO level -6.261 eV.